The following is a DFT calculation (ωB97M-V/def2-TZVPD) of one molecule with the formula C2H5N3O.

Geometry as XYZ:
```
11
Properties=species:S:1:pos:R:3
N -1.5342 -0.4629 0.7314
C -0.3355 -0.1009 0.1484
O 0.2148 -0.8094 -0.9978
N -0.0253 1.1972 -0.5079
C 1.1233 0.2522 -0.5987
N 1.0191 -0.0727 0.8340
H -1.8865 -1.3732 0.4830
H -2.2272 0.2629 0.7997
H 0.1857 1.8773 0.2287
H 2.0451 0.4128 -1.1542
H 1.3503 -1.0307 0.9893
```

## Properties
- Molar mass: 87.08 u
- ΔE to the lowest compared entry with this formula, charge and spin: 376.87 kJ/mol
- Orbital gap: 10.62 eV
- Highest occupied orbital energy: -0.3515 Ha
- Total energy: -318.60694 Ha

---

The following is a DFT calculation (ωB97M-V/def2-TZVPD) of C14H18K2N4O16S4Zn2 as an isolated structure in a non-equilibrium geometry.

Geometry as XYZ:
```
60
Properties=species:S:1:pos:R:3
Zn -0.6578 0.7920 3.2690
Zn -2.7599 -2.5320 1.3244
K -2.9632 -1.0532 -2.4632
K -3.7646 1.6434 1.1848
S -1.0550 -0.8164 0.5469
O -0.3029 -0.0932 1.6203
O -0.7306 -0.4336 -0.8152
O -1.0517 -2.2664 0.6823
O -2.4787 -0.5798 0.6635
S -1.4442 3.2457 3.8824
O -0.9332 2.0872 4.7237
O -1.3557 2.4789 2.6962
O -2.7889 3.6088 4.3064
O -0.5272 4.4055 3.9212
S -2.2449 -1.1118 4.0945
O -2.6004 -2.1516 3.1024
O -0.8137 -0.8874 4.3073
O -2.4732 0.1454 3.3638
O -3.0740 -1.2044 5.2461
S -4.9575 -2.7605 0.1615
O -5.6829 -3.9675 -0.2172
O -4.5554 -2.7407 1.5245
O -3.6243 -2.7282 -0.4879
O -5.7056 -1.5993 -0.1970
C 0.4068 -5.2553 1.2332
C -1.0157 -4.9514 1.4214
N -2.1579 -4.7204 1.5457
H 0.5027 -5.9756 0.4208
H 0.9257 -5.7075 2.0784
H 0.9699 -4.3765 0.9190
N 1.6531 -1.5668 -2.0129
C 2.3868 -0.6898 -2.8147
C 3.5515 -1.3223 -3.1768
C 3.4892 -2.6601 -2.7181
C 2.2290 -2.7918 -2.1300
H 0.6824 -1.4534 -1.7580
H 2.0733 0.3093 -3.0788
H 4.4599 -0.9535 -3.6298
H 4.2438 -3.4106 -2.9019
H 1.6839 -3.6186 -1.6991
N -0.0536 2.6221 -2.2825
C -0.5991 2.9433 -3.5218
C -0.8175 4.2912 -3.6581
C -0.2997 4.8745 -2.5160
C 0.2801 3.8474 -1.7673
H 0.2740 1.7038 -2.0189
H -0.8076 2.2740 -4.3433
H -1.1985 4.7608 -4.5529
H -0.3218 5.9400 -2.3412
H 0.8172 4.0612 -0.8550
N 3.4504 0.9610 -0.4240
C 2.4738 1.6334 0.3073
C 3.0206 2.7767 0.7637
C 4.2286 2.9915 0.0599
C 4.3695 1.8602 -0.7665
H 3.3504 0.0708 -0.8905
H 1.5841 1.0920 0.5934
H 2.6291 3.4756 1.4880
H 4.9222 3.8194 0.0631
H 5.1590 1.6643 -1.4769
```

## Properties
- Multiplicity: 2
- <S²>: 0.76
- Charge: -1
- Molar mass: 835.55 u
- Orbital gap (alpha / beta): 6.42 / 3.62 eV
- Highest occupied orbital energy (alpha / beta): -0.2040 / -0.2040 Ha
- Total energy: -8318.60734 Ha

---

Q: Among the records above, which one has the lowest total energy?
A: C14H18K2N4O16S4Zn2

---

Q: Among the records above, which one has the highest total energy?
A: C2H5N3O

---

Q: Among the records above, which one has the lowest total energy?
A: C14H18K2N4O16S4Zn2